DFT (the ωB97M-V functional and the def2-TZVPD basis) results for a molecular structure, C31H55BBr24N2O2S.

Last column: Mulliken charge in e.
Cartesian coordinates (Å):
O (2.287, -4.596, -0.266)  -0.3909
B (1.147, -5.557, -0.472)  0.5847
O (0.575, -6.205, 0.729)  -0.6461
C (0.622, -5.869, -2.034)  -0.8546
C (1.567, -4.882, -2.994)  0.7418
C (3.039, -5.350, -3.550)  -1.1508
C (3.868, -4.266, -4.474)  -0.1716
C (3.303, -2.778, -4.864)  -0.7959
C (1.822, -2.352, -4.246)  0.4032
N (1.137, -1.019, -4.462)  -0.3648
S (-0.354, -1.244, -3.535)  0.3077
N (-0.374, -2.843, -2.829)  -0.1834
C (0.959, -3.394, -3.317)  -0.1747
H (1.906, -3.663, -0.189)  0.2530
H (0.039, -5.481, 1.173)  0.2288
H (0.765, -7.015, -2.310)  0.3223
H (-0.530, -5.583, -2.126)  0.2420
H (3.448, -6.417, -3.290)  0.7416
H (4.908, -4.597, -4.907)  0.3074
H (3.870, -2.001, -5.550)  0.3545
Br (-1.865, -4.786, 3.552)  -0.1453
C (-3.475, -4.263, 2.581)  -0.3993
C (-3.351, -4.578, 1.108)  -0.6688
Br (-2.221, -3.273, 0.200)  -0.0901
H (-3.641, -3.202, 2.786)  0.1576
H (-4.281, -4.847, 3.034)  0.3809
H (-4.324, -4.503, 0.615)  0.3121
H (-2.923, -5.564, 0.909)  0.4500
Br (5.235, -5.791, -1.719)  0.0697
C (6.596, -5.637, -0.331)  -0.2925
C (6.133, -6.270, 0.961)  -0.6191
Br (4.863, -5.121, 1.894)  -0.1698
H (6.833, -4.574, -0.233)  0.0431
H (7.468, -6.164, -0.728)  0.3370
H (6.971, -6.388, 1.654)  0.3660
H (5.645, -7.238, 0.820)  0.3975
Br (7.907, -1.583, -1.005)  -0.1273
C (6.896, -1.213, 0.621)  -0.4175
C (7.759, -0.533, 1.658)  -0.5360
Br (8.948, -1.809, 2.532)  -0.1416
H (6.476, -2.164, 0.960)  0.1483
H (6.082, -0.554, 0.305)  0.3517
H (7.143, -0.123, 2.463)  0.3432
H (8.388, 0.261, 1.247)  0.3776
Br (-6.417, -2.482, -1.384)  -0.1393
C (-5.688, -0.706, -1.732)  -0.1665
C (-4.739, -0.726, -2.907)  -0.6726
Br (-3.011, -1.481, -2.406)  -0.0342
H (-5.223, -0.365, -0.803)  -0.0861
H (-6.558, -0.081, -1.949)  0.3644
H (-4.518, 0.292, -3.241)  0.3954
H (-5.109, -1.309, -3.755)  0.4252
Br (3.728, 2.200, -3.458)  -0.1259
C (2.278, 3.499, -3.581)  -0.0231
C (0.961, 2.889, -3.164)  -0.4926
Br (0.234, 1.748, -4.570)  -0.1698
H (2.276, 3.879, -4.607)  0.3959
H (2.562, 4.306, -2.900)  -0.3249
H (0.207, 3.667, -3.012)  0.3428
H (1.032, 2.276, -2.261)  0.3772
Br (-5.248, -0.483, 1.622)  -0.0895
C (-5.923, 1.179, 2.389)  -0.4160
C (-7.053, 1.744, 1.560)  -0.5678
Br (-6.379, 2.609, -0.054)  -0.1755
H (-5.070, 1.857, 2.482)  0.4372
H (-6.276, 0.908, 3.388)  0.0649
H (-7.575, 2.534, 2.107)  0.4166
H (-7.776, 0.990, 1.240)  0.3180
Br (3.837, 4.665, -0.628)  -0.0931
C (3.162, 6.327, 0.139)  -0.2720
C (2.032, 6.892, -0.691)  -0.5977
Br (2.706, 7.757, -2.305)  -0.1508
H (4.014, 7.005, 0.232)  0.0414
H (2.809, 6.056, 1.138)  0.3656
H (1.510, 7.682, -0.143)  0.4009
H (1.309, 6.138, -1.010)  0.3247
Br (-9.566, -1.100, 3.902)  -0.1139
C (-8.017, -2.285, 3.933)  -0.2503
C (-7.454, -2.413, 5.329)  -0.5572
Br (-6.419, -0.833, 5.820)  -0.1510
H (-7.299, -1.891, 3.209)  0.0266
H (-8.391, -3.250, 3.578)  0.3865
H (-6.746, -3.244, 5.385)  0.3427
H (-8.221, -2.543, 6.097)  0.3647
Br (6.120, 8.877, -1.067)  -0.1071
C (7.481, 9.031, 0.322)  -0.5437
C (7.018, 8.398, 1.613)  -0.6313
Br (5.748, 9.547, 2.547)  -0.0610
H (7.719, 10.094, 0.419)  0.3664
H (8.353, 8.504, -0.076)  0.3473
H (7.856, 8.280, 2.306)  0.3793
H (6.530, 7.430, 1.472)  0.3255
Br (-13.261, -2.849, 2.995)  -0.1252
C (-14.272, -2.478, 4.621)  -0.5801
C (-13.409, -1.799, 5.658)  -0.5278
Br (-12.219, -3.074, 6.532)  -0.1237
H (-14.692, -3.429, 4.960)  0.3660
H (-15.086, -1.819, 4.305)  0.3376
H (-14.025, -1.388, 6.463)  0.3418
H (-12.780, -1.005, 5.247)  0.2995
Br (2.094, -5.945, -7.718)  -0.1135
C (2.549, -4.155, -8.347)  -0.3983
C (3.848, -4.161, -9.118)  -0.5793
Br (5.381, -4.271, -7.917)  -0.1434
H (2.567, -3.504, -7.469)  0.1421
H (1.717, -3.862, -8.994)  0.3609
H (3.978, -3.219, -9.659)  0.3454
H (3.932, -4.993, -9.821)  0.3804
Br (5.565, 12.462, 6.577)  -0.1174
C (4.170, 12.078, 5.269)  -0.1940
C (3.026, 11.317, 5.898)  -0.5866
Br (3.485, 9.438, 6.157)  -0.1365
H (4.646, 11.542, 4.443)  -0.0767
H (3.834, 13.057, 4.916)  0.3328
H (2.158, 11.308, 5.233)  0.3362
H (2.727, 11.710, 6.874)  0.3819

Computed properties:
LUMO	-0.947	eV
energy	-1732639.3138	eV
net charge	0

DFT (the ωB97M-V functional and the def2-TZVPD basis) results for a molecular structure, C31H55BIrN7.

Last column: Mulliken charge in e.
Cartesian coordinates (Å):
Ir (-0.100, -1.133, -1.127)  -0.4383
C (-3.850, -3.182, 0.048)  -1.2801
C (-3.733, -1.799, -0.598)  0.5835
C (-3.303, -1.902, -2.056)  -0.8998
C (-2.931, -0.878, 0.285)  -0.2181
C (-3.493, -0.205, 1.374)  -0.6468
C (-2.493, 0.567, 1.918)  -0.2527
C (-2.692, 1.503, 3.082)  0.1272
C (-1.818, 1.194, 4.294)  -1.5916
C (-2.608, 2.978, 2.697)  -1.1252
N (-1.370, 0.336, 1.197)  1.3370
N (-1.644, -0.551, 0.200)  -0.6387
B (-0.044, 1.129, 1.130)  1.3904
N (-0.008, 1.848, -0.270)  0.7707
N (-0.278, 1.078, -1.372)  -0.0839
C (-0.307, 1.876, -2.431)  -0.2402
C (-0.026, 3.183, -2.026)  -1.0351
C (0.165, 3.135, -0.660)  0.0104
C (0.540, 4.362, 0.139)  0.3995
C (1.304, 4.145, 1.439)  -1.5229
C (-0.669, 5.279, 0.351)  -1.3642
C (-0.685, 1.489, -3.839)  0.3740
C (-0.371, 0.060, -4.266)  -1.3869
C (-2.173, 1.794, -4.052)  -1.4488
N (1.203, 0.183, 1.186)  1.4902
N (1.470, -0.402, -0.007)  -0.5131
C (2.746, -0.768, -0.037)  -0.4458
C (3.313, -0.473, 1.207)  -0.7234
C (2.314, 0.122, 1.958)  -0.2112
C (2.401, 0.414, 3.432)  0.3135
C (2.242, 1.872, 3.853)  -1.3020
C (1.447, -0.513, 4.191)  -1.2557
C (3.381, -1.309, -1.283)  2.4882
C (4.792, -1.823, -1.017)  -2.0104
C (3.378, -0.222, -2.361)  -1.2501
H (-4.505, -3.826, -0.543)  0.4054
H (-4.255, -3.114, 1.058)  0.4181
H (-2.871, -3.656, 0.107)  0.0961
H (-4.733, -1.354, -0.593)  0.3540
H (-2.390, -2.481, -2.172)  0.0488
H (-3.130, -0.916, -2.492)  -0.3025
H (-4.093, -2.394, -2.628)  0.6026
H (-4.517, -0.261, 1.707)  0.5211
H (-3.728, 1.312, 3.378)  0.5224
H (-0.780, 1.473, 4.115)  0.2276
H (-1.848, 0.132, 4.543)  0.3572
H (-2.169, 1.758, 5.160)  0.5073
H (-1.590, 3.256, 2.431)  -0.2680
H (-2.918, 3.601, 3.539)  0.5296
H (-3.256, 3.200, 1.847)  0.3649
H (-0.011, 1.900, 2.026)  -1.0091
H (0.049, 4.056, -2.653)  0.5559
H (1.220, 4.893, -0.534)  0.6106
H (0.644, 3.850, 2.252)  0.0633
H (1.787, 5.079, 1.734)  0.4823
H (2.074, 3.381, 1.330)  0.2499
H (-1.422, 4.797, 0.974)  0.1393
H (-1.136, 5.538, -0.600)  0.4331
H (-0.360, 6.203, 0.845)  0.4125
H (-0.112, 2.163, -4.484)  0.4360
H (-0.943, -0.664, -3.688)  0.1435
H (0.684, -0.186, -4.149)  0.2420
H (-0.635, -0.065, -5.319)  0.5019
H (-2.783, 1.157, -3.407)  0.1790
H (-2.459, 1.606, -5.088)  0.4360
H (-2.403, 2.832, -3.811)  0.4133
H (4.320, -0.672, 1.531)  0.6177
H (3.420, 0.123, 3.702)  0.4040
H (1.236, 2.247, 3.677)  -0.0175
H (2.939, 2.517, 3.318)  0.3682
H (2.450, 1.961, 4.921)  0.5066
H (0.413, -0.319, 3.910)  0.0716
H (1.544, -0.372, 5.270)  0.3910
H (1.662, -1.556, 3.956)  0.3672
H (2.765, -2.135, -1.638)  -1.3058
H (5.434, -1.026, -0.636)  0.3851
H (5.237, -2.194, -1.941)  0.4427
H (4.792, -2.637, -0.289)  0.3505
H (3.965, 0.639, -2.029)  0.3797
H (2.361, 0.120, -2.559)  -0.0055
H (3.813, -0.598, -3.289)  0.4200
C (-0.624, -4.978, -1.294)  -1.8003
C (0.619, -4.100, -1.446)  1.5482
C (1.447, -4.165, -0.160)  -1.2497
C (1.438, -4.572, -2.649)  -1.5071
N (0.178, -2.741, -1.702)  0.5941
H (-0.333, -6.026, -1.191)  0.4799
H (-1.276, -4.880, -2.162)  0.3653
H (-1.181, -4.687, -0.404)  0.2532
H (1.700, -5.202, 0.073)  0.5294
H (0.875, -3.745, 0.670)  0.3350
H (2.373, -3.598, -0.252)  0.0253
H (1.778, -5.599, -2.501)  0.3897
H (2.313, -3.936, -2.794)  0.2408
H (0.835, -4.528, -3.557)  0.3474

Computed properties:
LUMO	0.754	eV
ΔE to the lowest compared entry with this formula, charge and spin	0.972	eV
energy	-46988.1691	eV
net charge	0

| no. | E_HOMO (eV) | largest force on an atom (eV Å⁻¹) |
| --- | --- | --- |
| 1 | -7.7401 | 7.6 |
| 2 | -7.2460 | 0.2 |